105
Properties=species:S:1:pos:R:3:forces:R:3 method="wB97M-V/def2-TZVPD" homo_ev=-7.38 total_charge=0 relative_energy_kcal_mol=408.2
C 0.400 -4.300 1.662 -0.610 1.344 -0.236
C 0.682 -3.443 0.417 -0.794 -2.924 3.064
C -0.489 -3.759 -0.500 -0.117 -1.641 0.808
O -1.527 -4.151 0.381 -1.562 -0.195 0.792
C -1.098 -4.124 1.727 0.287 -0.925 0.768
H 0.852 -3.924 2.579 0.324 -0.102 -0.140
H 0.746 -5.307 1.427 -0.320 -0.192 0.333
H 1.680 -3.735 0.091 -2.359 -0.951 2.245
H 0.705 -2.367 0.590 -0.222 -1.425 2.046
H -0.291 -4.657 -1.085 0.297 0.098 -0.599
H -0.834 -2.919 -1.102 -0.269 -1.848 0.614
H -1.520 -4.898 2.368 -0.603 -0.438 -0.618
H -1.379 -3.213 2.255 0.126 0.571 -0.283
C -1.289 -1.747 -5.098 -1.255 -0.838 0.274
C -2.527 -1.796 -4.174 -0.772 0.484 -0.376
C -2.529 -0.348 -3.649 1.198 -0.783 -1.249
O -1.106 -0.272 -3.298 -1.796 1.311 -0.856
C -0.315 -1.045 -4.207 -0.464 0.289 -0.249
H -1.565 -1.165 -5.978 0.113 0.181 0.012
H -0.995 -2.730 -5.467 0.237 0.003 0.230
H -2.431 -2.420 -3.286 0.312 -0.344 -0.154
H -3.403 -2.140 -4.725 -0.185 0.246 0.103
H -3.215 -0.066 -2.851 0.539 -0.461 0.421
H -2.735 0.377 -4.437 0.021 0.011 -0.326
H 0.215 -1.744 -3.560 0.524 -0.057 -0.665
H 0.337 -0.396 -4.792 0.323 -0.008 0.283
C -0.118 -1.260 -1.194 -0.733 2.194 -0.652
C 0.810 -0.145 -1.658 2.214 0.494 0.098
C 0.584 1.022 -0.728 -0.699 -1.348 -2.616
O -0.486 0.560 0.063 2.750 -1.500 -3.819
C -1.213 -0.399 -0.606 -0.127 -2.152 0.147
H 0.276 -1.904 -0.407 -0.909 2.490 -1.567
H -0.369 -1.934 -2.013 -0.109 1.002 0.064
H 0.695 0.105 -2.713 0.410 0.145 0.768
H 1.849 -0.405 -1.456 -0.216 0.354 -0.665
H 0.173 1.862 -1.288 0.737 -0.577 -0.521
H 1.450 1.278 -0.117 -0.370 -0.006 -0.305
H -2.000 -0.050 -1.273 1.360 0.124 -0.319
H -1.791 -0.823 0.216 1.377 -0.993 -0.203
C 6.618 -3.255 -0.972 0.015 0.497 -0.428
C 5.980 -2.043 -0.208 1.408 -2.006 -0.968
N 4.611 -2.416 0.084 -0.891 1.998 -0.175
C 3.766 -1.963 -1.039 -0.984 -0.697 -0.976
C 2.239 -2.331 -0.933 4.242 0.301 -1.066
C 4.157 -1.672 1.284 0.387 -1.723 0.499
C 3.835 -2.830 2.259 -0.102 1.164 -0.404
H 7.564 -3.052 -1.473 0.482 0.241 0.676
H 6.057 -3.543 -1.862 -0.729 0.133 0.178
H 6.675 -4.159 -0.365 0.142 0.220 0.180
H 6.525 -1.839 0.714 0.012 -0.406 0.101
H 6.138 -1.139 -0.797 -0.492 0.336 -0.300
H 3.876 -0.879 -1.080 -0.004 0.377 -0.489
H 4.179 -2.436 -1.930 0.013 0.311 -0.233
H 1.491 -1.969 -1.637 2.076 -1.042 -0.516
H 2.093 -3.407 -0.835 2.138 1.525 -2.582
H 1.893 -1.893 0.003 1.328 0.158 -0.732
H 3.350 -0.973 1.068 -0.245 -0.187 0.118
H 4.979 -1.075 1.678 -0.063 0.091 0.108
H 4.782 -3.340 2.437 -0.034 0.147 0.530
H 3.245 -3.578 1.730 -0.384 0.229 0.220
H 3.346 -2.418 3.141 0.068 -0.558 0.336
C -3.794 0.138 -0.198 -0.667 -0.559 1.055
C -4.639 0.606 0.961 0.458 0.322 -0.151
N -3.866 1.346 1.924 0.881 0.439 -0.582
C -2.616 0.731 2.397 0.098 -0.752 0.489
C -1.239 1.353 1.938 -9.965 -0.969 5.386
C -4.739 1.924 2.927 1.394 -0.653 0.024
C -5.476 0.845 3.762 -0.142 1.190 -0.235
H -3.017 -0.535 0.166 -2.243 0.087 0.191
H -3.154 0.900 -0.643 -1.107 0.651 -0.102
H -4.437 -0.417 -0.880 0.222 0.189 -0.459
H -5.433 1.257 0.597 -0.188 0.098 0.036
H -5.112 -0.230 1.476 -0.219 -0.588 -0.361
H -2.652 0.613 3.480 0.078 1.216 0.656
H -2.556 -0.355 2.325 -0.458 -0.684 -1.357
H -0.365 0.817 2.305 -3.143 -2.195 2.720
H -1.081 1.445 0.863 -3.590 0.320 2.232
H -1.285 2.351 2.375 -0.718 -0.672 0.402
H -5.346 2.677 2.423 -0.744 -0.415 0.017
H -4.080 2.562 3.517 -0.083 -0.232 0.669
H -6.149 0.225 3.170 -0.293 0.420 -0.014
H -6.017 1.444 4.495 -0.319 -0.625 0.353
H -4.815 0.118 4.235 0.311 0.407 0.195
C 0.497 2.229 1.614 5.467 5.092 -2.404
C -0.079 3.228 0.545 -0.501 0.680 1.304
N 0.097 4.642 0.929 -0.659 0.106 -1.358
C -0.788 5.499 0.072 0.233 1.306 2.258
C -1.190 6.815 0.832 0.359 -0.771 0.588
C 1.484 5.075 0.892 1.536 0.051 0.310
C 2.327 4.601 -0.319 -0.985 0.225 -1.308
H 0.039 1.255 1.442 5.481 2.107 -1.570
H 0.195 2.531 2.617 1.637 0.551 -0.410
H 1.570 2.326 1.447 0.710 -0.139 0.477
H 0.128 2.954 -0.490 1.030 1.524 0.813
H -1.147 3.018 0.496 -0.296 0.772 0.432
H -1.737 4.976 -0.046 0.304 -0.201 -0.555
H -0.320 5.865 -0.842 -0.058 -0.672 -0.538
H -1.355 6.605 1.889 -0.437 -0.466 0.005
H -2.114 7.218 0.419 0.211 0.263 -0.099
H -0.406 7.565 0.931 0.074 0.144 -0.780
H 1.567 6.157 1.001 -0.478 0.189 -0.429
H 2.020 4.782 1.795 -0.266 -0.533 0.239
H 2.847 3.644 -0.268 -0.085 0.002 0.535
H 1.611 4.488 -1.132 -0.239 -0.357 -0.216
H 2.993 5.303 -0.820 0.360 0.388 0.811